Below is a structure of composition C55H65NO3OsP2S2Si4Te, with properties calculated with ωB97M-V/def2-TZVPD.

Geometry as ORCA input:
```
! RIJCOSX wB97M-V def2-TZVPD def2/J DEFGRID3
* xyz 2 5
Te -0.54 1.61 -0.57
C 5.15 -3.92 -1.59
H -3.01 -3.03 6.02
C -2.52 0.55 -3.99
C 4.17 -4.46 2.18
Si -3.41 4.49 -0.23
H 0.89 -5.91 -3.93
C -2.60 -2.55 5.14
C -2.26 -3.30 4.02
H 4.70 -0.25 1.82
H -1.04 5.68 -5.07
H 5.64 -4.80 -1.99
C -3.63 -2.32 -0.31
N -1.53 -1.32 2.90
H -6.61 -3.84 -0.83
P 3.06 -0.21 0.02
C 4.19 -1.15 6.63
H -2.84 6.16 1.45
C 3.14 -2.69 -1.11
H -4.01 6.05 -2.07
Si -3.63 1.59 -2.92
H -4.85 4.03 1.72
C -5.00 -2.49 -0.41
H 3.58 -2.50 5.08
H -3.91 0.09 -0.97
C -2.28 5.67 0.65
H -2.29 4.44 -5.09
C -4.82 2.56 -3.98
H -0.42 6.25 -1.76
C 1.78 -4.61 1.91
S -1.05 -3.25 -0.36
C -0.10 -2.68 -4.21
H 0.11 -5.54 -1.60
C 4.58 2.15 -2.94
C 4.06 -3.12 2.50
C -1.73 -2.65 2.93
H 7.00 -2.95 -1.08
C -4.58 0.53 -1.71
H -0.16 -1.88 -4.94
C -4.56 5.46 -1.33
C 0.04 -4.75 -2.34
H 3.03 1.69 4.28
H -1.42 5.18 1.10
S -1.96 2.04 4.98
H -5.26 4.81 -1.87
H 0.85 2.33 -3.21
H 2.06 -2.60 -1.12
C 2.80 -2.51 2.54
H 4.70 0.41 8.00
H -0.55 3.35 1.94
Os -0.58 -0.06 1.31
C -1.74 5.13 -4.44
H 4.54 0.05 -2.52
H -1.35 4.28 4.25
H 4.48 4.28 -3.11
H 0.90 -5.19 1.69
H 3.96 2.23 6.49
H 4.50 -1.94 7.30
C 0.48 -4.95 -3.65
C -0.48 -3.51 -2.01
H -4.30 3.17 -4.72
C -1.65 0.83 3.82
H 1.04 5.81 -2.64
C -1.13 1.33 2.65
H -2.67 -5.50 -1.08
H 3.17 -4.64 -2.02
C 3.90 -1.66 -0.59
H -5.46 1.86 -4.52
H 1.18 3.53 -4.46
O 1.17 -0.27 2.79
H 4.95 -2.55 2.74
H -2.39 -4.37 4.00
C 5.92 -2.88 -1.08
C 3.27 -0.44 4.52
C -4.34 3.42 0.97
H -1.59 0.28 -3.48
C 0.41 -3.92 -4.57
H -0.14 2.38 -4.68
C -2.41 -1.18 5.12
C -0.97 2.75 2.73
H 0.76 -4.08 -5.58
H 0.70 -2.78 2.26
C 3.67 -1.47 5.38
H -5.46 3.21 -3.39
C 3.20 2.47 -0.55
C 0.38 3.00 -3.94
Si -0.78 4.22 -3.14
O -0.79 -1.78 -0.09
H 3.13 -6.25 1.63
C -2.81 -3.41 -0.56
H 0.59 4.91 -1.19
H -1.91 6.44 -0.03
H -3.20 -1.37 -0.04
C 3.76 -3.83 -1.61
H 3.23 4.57 -0.99
C 5.30 -1.74 -0.58
H 3.63 1.15 1.94
H -3.03 -0.38 -4.29
C 3.88 1.20 6.18
C -0.56 -2.46 -2.92
C 4.22 3.42 -2.51
H -5.12 -5.77 -1.26
H -5.33 1.13 -1.19
H -5.10 2.83 0.46
C 0.19 5.41 -2.08
C -4.70 -4.81 -1.00
C 3.37 0.89 4.93
C -5.54 -3.72 -0.75
H -5.16 6.15 -0.73
O 1.56 -0.35 0.06
Si -2.28 3.08 -1.74
C 3.52 3.58 -1.32
C 3.04 -5.20 1.88
H -5.09 -0.28 -2.24
H -2.45 5.84 -4.03
H -0.96 -1.51 -2.61
H 5.15 -4.92 2.15
C 4.30 0.17 7.02
C 3.58 1.19 -0.97
H -5.66 -1.65 -0.22
H -2.25 1.09 -4.90
C 4.26 1.04 -2.17
H -2.67 -0.57 5.97
C 3.66 0.08 1.72
P 2.59 -0.77 2.90
C 1.67 -3.26 2.24
H -3.67 2.73 1.49
C -3.33 -4.66 -0.89
H -1.46 -3.21 2.05
C -1.88 -0.59 3.98
H 5.90 -0.93 -0.20
C -1.37 3.25 3.93
H 2.63 2.61 0.36
H 5.11 2.02 -3.87
*
```

Properties
strongest force on any atom	0.9	eV/A
HOMO energy (spin up / spin down)	-12.3 / -12.5	eV
HOMO-LUMO gap (spin up / spin down)	0.2900 / 0.2244	hartree